<a>
{
  "formula": "C27H72O27S9",
  "method": "the ωB97M-V functional and the def2-TZVPD basis",
  "elements": ["C", "C", "O", "S", "C", "O", "O", "H", "H", "H", "H", "H", "H", "H", "H", "C", "C", "O", "S", "C", "O", "O", "H", "H", "H", "H", "H", "H", "H", "H", "C", "C", "O", "S", "C", "O", "O", "H", "H", "H", "H", "H", "H", "H", "H", "C", "C", "O", "S", "C", "O", "O", "H", "H", "H", "H", "H", "H", "H", "H", "C", "C", "O", "S", "C", "O", "O", "H", "H", "H", "H", "H", "H", "H", "H", "C", "C", "O", "S", "C", "O", "O", "H", "H", "H", "H", "H", "H", "H", "H", "C", "C", "O", "S", "C", "O", "O", "H", "H", "H", "H", "H", "H", "H", "H", "C", "C", "O", "S", "C", "O", "O", "H", "H", "H", "H", "H", "H", "H", "H", "C", "C", "O", "S", "C", "O", "O", "H", "H", "H", "H", "H", "H", "H", "H"],
  "xyz": [[10.6391, 0.0794, 1.8733], [9.4950, 1.0854, 1.6657], [8.4261, 0.3501, 1.0510], [6.9480, 1.0505, 1.1442], [7.1017, 2.1722, -0.2755], [5.9405, 0.0729, 0.8592], [6.8776, 1.7553, 2.3895], [10.8345, -0.3940, 0.9159], [10.1810, -0.6153, 2.5821], [11.5102, 0.5101, 2.3567], [9.2171, 1.5617, 2.6018], [9.8313, 1.8579, 0.9684], [7.4109, 3.1300, 0.1447], [6.0652, 2.3465, -0.5553], [7.7988, 1.7637, -0.9921], [-8.3825, -3.4578, -0.1974], [-6.9735, -3.0831, -0.6852], [-6.1555, -4.1626, -0.2010], [-4.5698, -4.1221, -0.5248], [-4.5033, -4.7865, -2.2187], [-4.1386, -2.7461, -0.6618], [-3.9496, -5.0324, 0.4019], [-9.1762, -2.8448, -0.6293], [-8.3744, -3.2267, 0.8688], [-8.6726, -4.4869, -0.3910], [-6.9355, -3.0865, -1.7772], [-6.7041, -2.0938, -0.3229], [-4.4860, -5.8706, -2.1762], [-3.6330, -4.3216, -2.6697], [-5.4076, -4.4393, -2.7142], [-9.5087, -0.3053, 1.0234], [-8.4653, 0.7433, 0.7276], [-7.4244, 0.1053, -0.0647], [-6.4834, 1.0713, -0.9920], [-5.0426, 1.1683, 0.0966], [-6.0997, 0.3024, -2.1503], [-7.1225, 2.3662, -1.0881], [-9.2408, -1.3395, 1.2165], [-10.2165, -0.2723, 0.1889], [-10.1117, 0.0229, 1.8753], [-8.8543, 1.5931, 0.1768], [-7.9934, 1.0524, 1.6646], [-4.7825, 0.1453, 0.3527], [-5.2928, 1.7667, 0.9685], [-4.2855, 1.6614, -0.5072], [5.2934, -2.9312, -3.3217], [5.2906, -1.6141, -4.0524], [5.2471, -0.5436, -3.0862], [4.5302, 0.8459, -3.5363], [2.8829, 0.6331, -2.8556], [5.2617, 1.8915, -2.8757], [4.4007, 0.8449, -4.9700], [5.9137, -2.9175, -2.4195], [5.6137, -3.7780, -3.9282], [4.3208, -3.2135, -2.9129], [6.1466, -1.4201, -4.6960], [4.3771, -1.6003, -4.6525], [2.3977, 1.5163, -3.2798], [2.7765, 0.7869, -1.7883], [2.5069, -0.3041, -3.2520], [-2.2451, -1.3745, 3.6427], [-0.8327, -1.9487, 3.6330], [-0.3986, -2.5481, 2.4048], [-0.9211, -4.0606, 2.0846], [0.2794, -4.9561, 3.1079], [-2.2256, -4.2434, 2.6398], [-0.6121, -4.2451, 0.7009], [-2.9902, -2.0948, 3.2921], [-2.4494, -0.5612, 2.9445], [-2.4896, -1.1351, 4.6767], [-0.2007, -1.1011, 3.8996], [-0.7208, -2.7049, 4.4118], [-0.1150, -5.9611, 3.2460], [0.3377, -4.4716, 4.0774], [1.2132, -4.9669, 2.5546], [-0.8239, 9.0681, -0.8293], [-1.3390, 7.9619, -1.7165], [-0.2212, 7.1395, -2.0677], [-0.5107, 5.6682, -2.6783], [-0.5129, 4.6925, -1.1333], [-1.8132, 5.6330, -3.2994], [0.6550, 5.3438, -3.4457], [-0.4372, 8.8039, 0.1549], [-1.5317, 9.8851, -0.6911], [0.0446, 9.4991, -1.3388], [-2.0792, 7.3224, -1.2204], [-1.8407, 8.3382, -2.6100], [-1.5618, 4.6514, -0.8610], [0.1362, 5.1930, -0.4224], [-0.0679, 3.7379, -1.4035], [2.5756, 0.3641, 0.9205], [1.3632, -0.3218, 0.3492], [0.1954, 0.4283, 0.7014], [-0.9400, 0.7487, -0.4737], [-1.4941, -0.9421, -0.5715], [-1.9054, 1.5734, 0.1759], [-0.2796, 1.1445, -1.6915], [2.5946, 1.3683, 0.4847], [3.4881, -0.1074, 0.5546], [2.5636, 0.4659, 2.0052], [1.6110, -0.3691, -0.7168], [1.2681, -1.3967, 0.5257], [-1.7542, -1.3305, 0.4051], [-0.7257, -1.5585, -1.0433], [-2.2603, -0.9772, -1.3502], [3.9395, -4.8053, -0.1313], [2.5464, -4.3745, -0.5576], [2.5929, -4.4298, -1.9735], [1.4388, -3.7186, -2.9045], [0.0943, -4.8859, -2.5655], [1.1103, -2.3992, -2.3846], [1.8733, -3.9053, -4.2595], [4.6907, -4.0498, -0.3668], [4.2196, -5.7828, -0.5182], [4.0319, -4.9025, 0.9563], [1.8967, -5.1491, -0.1283], [2.2248, -3.4121, -0.1581], [-0.5345, -4.4136, -1.8171], [0.6173, -5.7908, -2.2775], [-0.3801, -4.9888, -3.5387], [1.7002, 4.8648, 2.5421], [1.0647, 3.5173, 2.8046], [0.0237, 3.5929, 3.7901], [-1.5022, 3.8768, 3.2810], [-2.0237, 2.1745, 3.1730], [-2.2216, 4.4297, 4.3824], [-1.4313, 4.5025, 1.9891], [0.9722, 5.6066, 2.2023], [2.4941, 4.7994, 1.7993], [2.0769, 5.3447, 3.4478], [0.6742, 3.0494, 1.8966], [1.8007, 2.7935, 3.1557], [-1.2794, 1.7138, 2.5258], [-3.0243, 2.1189, 2.7541], [-1.9628, 1.7257, 4.1592]],
  "multiplicity": 1,
  "lumo_energy_ha": -0.0008,
  "gap_ev": 10.69,
  "smiles": "CCOS(C)(=O)=O.CCOS(C)(=O)=O.CCOS(C)(=O)=O.CCOS(C)(=O)=O.CCOS(C)(=O)=O.CCOS(C)(=O)=O.CCOS(C)(=O)=O.CCOS(C)(=O)=O.CCOS(C)(=O)=O"
}

<b>
{
  "formula": "C27H72O27S9",
  "method": "the ωB97M-V functional and the def2-TZVPD basis",
  "elements": ["C", "C", "O", "S", "C", "O", "O", "H", "H", "H", "H", "H", "H", "H", "H", "C", "C", "O", "S", "C", "O", "O", "H", "H", "H", "H", "H", "H", "H", "H", "C", "C", "O", "S", "C", "O", "O", "H", "H", "H", "H", "H", "H", "H", "H", "C", "C", "O", "S", "C", "O", "O", "H", "H", "H", "H", "H", "H", "H", "H", "C", "C", "O", "S", "C", "O", "O", "H", "H", "H", "H", "H", "H", "H", "H", "C", "C", "O", "S", "C", "O", "O", "H", "H", "H", "H", "H", "H", "H", "H", "C", "C", "O", "S", "C", "O", "O", "H", "H", "H", "H", "H", "H", "H", "H", "C", "C", "O", "S", "C", "O", "O", "H", "H", "H", "H", "H", "H", "H", "H", "C", "C", "O", "S", "C", "O", "O", "H", "H", "H", "H", "H", "H", "H", "H"],
  "xyz": [[3.9180, 5.4959, -3.7204], [2.4563, 5.6355, -3.7910], [1.8803, 4.4711, -3.2833], [0.9313, 3.5216, -4.2874], [-0.4258, 4.7762, -4.5070], [1.6676, 3.3992, -5.5620], [0.4252, 2.2971, -3.6394], [4.5389, 4.7924, -4.2751], [4.1381, 5.3442, -2.6637], [4.4512, 6.4307, -3.8934], [2.1201, 6.5504, -3.3032], [2.1691, 5.6991, -4.8406], [-0.1755, 5.7310, -4.9694], [-0.8901, 4.9709, -3.5402], [-1.1478, 4.4251, -5.2442], [6.6962, 3.7763, -5.2535], [6.5720, 2.9706, -3.9666], [5.7509, 1.8592, -4.1573], [5.6306, 0.8317, -2.8201], [4.1327, 1.6597, -2.0480], [5.1549, -0.4559, -3.3308], [6.8594, 0.9774, -2.0758], [5.7626, 3.7684, -5.8160], [7.4939, 3.3667, -5.8731], [6.8756, 4.8093, -4.9552], [7.6013, 2.7531, -3.6814], [6.1111, 3.5230, -3.1478], [4.4143, 2.6021, -1.5781], [3.5483, 0.9055, -1.5211], [3.4552, 1.7924, -2.8916], [-4.6354, 1.7934, 4.3989], [-4.6893, 0.2464, 4.7844], [-5.7986, -0.4756, 4.1561], [-7.4754, -0.4145, 4.7281], [-8.0272, 0.8655, 3.5095], [-8.0731, -1.7088, 4.4503], [-7.3491, 0.1194, 6.0883], [-4.1047, 2.4464, 5.0918], [-5.6458, 2.1974, 4.4610], [-4.3647, 2.0405, 3.3724], [-3.7303, -0.1483, 4.4487], [-4.6003, 0.2215, 5.8705], [-7.4470, 0.8412, 2.5871], [-7.6590, 1.8174, 3.8920], [-9.1157, 0.8823, 3.4545], [-6.6873, -4.5527, 3.3486], [-5.3727, -3.7330, 3.4364], [-4.4237, -4.5521, 4.0868], [-3.1875, -3.8814, 4.9629], [-2.4774, -2.4942, 3.8489], [-3.7005, -3.1744, 6.1344], [-2.1859, -4.8901, 5.0723], [-7.4337, -4.0849, 2.7066], [-7.2350, -4.5908, 4.2902], [-6.5608, -5.6122, 3.1259], [-4.8236, -3.4889, 2.5270], [-5.5860, -2.7736, 3.9079], [-1.8467, -3.0567, 3.1606], [-1.8242, -1.9332, 4.5173], [-3.3772, -2.0037, 3.4776], [-1.8281, 0.3909, 1.6897], [-0.3982, -0.0773, 1.5035], [-0.1530, 0.0766, 0.1308], [0.5251, -1.2389, -0.7000], [0.0301, -0.6720, -2.3526], [1.9724, -1.1660, -0.5883], [-0.3142, -2.3856, -0.3588], [-2.4943, -0.3803, 1.3029], [-2.1258, 1.2709, 1.1197], [-2.0059, 0.7480, 2.7041], [0.2270, 0.6759, 1.9830], [-0.1367, -1.0833, 1.8317], [0.0505, -1.5167, -3.0412], [0.8302, -0.0366, -2.7323], [-0.9884, -0.3244, -2.1795], [4.2819, -3.3595, 0.2836], [5.4273, -3.4937, -0.7395], [6.1711, -4.6645, -0.6360], [7.1937, -5.1027, -1.9469], [8.7977, -4.4142, -1.2206], [7.4112, -6.5524, -1.9476], [6.7793, -4.4504, -3.1785], [4.6399, -3.1704, 1.2956], [3.6079, -4.2130, 0.2110], [3.5937, -2.5276, 0.1339], [5.1342, -3.3461, -1.7789], [6.0648, -2.6558, -0.4575], [8.7456, -4.8320, -0.2152], [8.5053, -3.3674, -1.1379], [9.5983, -4.8218, -1.8378], [-5.0929, 0.6671, 1.2121], [-5.6883, -0.5991, 0.6487], [-7.0540, -0.3374, 0.1891], [-7.4209, -0.1012, -1.4175], [-9.0210, 0.7392, -1.0394], [-6.4636, 0.8619, -1.9300], [-7.6405, -1.3900, -1.9841], [-5.8618, 1.3608, 1.5521], [-4.5856, 1.2675, 0.4569], [-4.3256, 0.4119, 1.9430], [-5.0679, -1.0879, -0.1025], [-5.9412, -1.3884, 1.3566], [-9.8205, 0.0593, -0.7449], [-9.1427, 1.1221, -2.0527], [-8.7678, 1.5277, -0.3308], [2.9313, 1.6294, -7.5153], [3.1141, 0.4969, -6.5584], [2.8412, -0.7305, -7.3324], [2.1094, -2.0489, -6.6152], [3.4164, -2.4580, -5.4028], [0.9528, -1.7203, -5.8003], [2.0742, -3.1398, -7.5620], [1.8970, 1.8458, -7.7825], [3.2910, 1.2694, -8.4792], [3.4140, 2.5450, -7.1734], [4.1294, 0.4623, -6.1633], [2.4446, 0.6952, -5.7214], [3.4181, -1.8013, -4.5328], [4.4181, -2.5467, -5.8233], [3.1928, -3.4653, -5.0514], [1.2052, 1.8697, 8.2060], [0.7135, 2.1014, 6.7793], [0.2321, 0.8648, 6.1735], [1.2038, -0.3113, 5.4913], [1.1132, -1.5530, 6.8317], [0.5482, -0.8595, 4.2995], [2.5134, 0.3778, 5.3666], [2.1084, 1.2609, 8.2487], [0.4776, 1.3543, 8.8329], [1.5574, 2.8036, 8.6440], [-0.1553, 2.7585, 6.8177], [1.5595, 2.6422, 6.3552], [1.6712, -2.4276, 6.4973], [0.0867, -1.7991, 7.1035], [1.5944, -1.1213, 7.7093]],
  "multiplicity": 1,
  "lumo_energy_ha": -0.0042,
  "gap_ev": 10.29,
  "smiles": "CCOS(C)(=O)=O.CCOS(C)(=O)=O.CCOS(C)(=O)=O.CCOS(C)(=O)=O.CCOS(C)(=O)=O.CCOS(C)(=O)=O.CCOS(C)(=O)=O.CCOS(C)(=O)=O.CCOS(C)(=O)=O"
}

<c>
{
  "formula": "C27H72O27S9",
  "method": "the ωB97M-V functional and the def2-TZVPD basis",
  "elements": ["C", "C", "O", "S", "C", "O", "O", "H", "H", "H", "H", "H", "H", "H", "H", "C", "C", "O", "S", "C", "O", "O", "H", "H", "H", "H", "H", "H", "H", "H", "C", "C", "O", "S", "C", "O", "O", "H", "H", "H", "H", "H", "H", "H", "H", "C", "C", "O", "S", "C", "O", "O", "H", "H", "H", "H", "H", "H", "H", "H", "C", "C", "O", "S", "C", "O", "O", "H", "H", "H", "H", "H", "H", "H", "H", "C", "C", "O", "S", "C", "O", "O", "H", "H", "H", "H", "H", "H", "H", "H", "C", "C", "O", "S", "C", "O", "O", "H", "H", "H", "H", "H", "H", "H", "H", "C", "C", "O", "S", "C", "O", "O", "H", "H", "H", "H", "H", "H", "H", "H", "C", "C", "O", "S", "C", "O", "O", "H", "H", "H", "H", "H", "H", "H", "H"],
  "xyz": [[-1.0288, 4.3520, -8.0987], [0.4025, 4.0989, -7.6468], [0.7943, 5.0575, -6.6638], [1.6565, 4.5608, -5.3855], [0.4014, 3.6327, -4.4616], [2.6379, 3.6688, -5.9617], [1.9629, 5.7233, -4.5967], [-1.0786, 5.1272, -8.8608], [-1.6425, 4.6639, -7.2536], [-1.4027, 3.4203, -8.5225], [0.5795, 3.0540, -7.3891], [1.0688, 4.2517, -8.5004], [-0.5414, 3.6319, -4.9968], [0.3610, 4.0305, -3.4521], [0.7854, 2.6185, -4.3558], [-4.6257, -6.7165, 4.7708], [-4.0549, -5.3189, 5.0234], [-3.1836, -4.9250, 3.9732], [-1.6040, -4.7868, 4.2923], [-1.0989, -6.5217, 4.4701], [-0.9421, -4.1819, 3.1848], [-1.4579, -4.1937, 5.5888], [-4.9141, -7.2500, 5.6766], [-3.8766, -7.3018, 4.2359], [-5.5313, -6.7268, 4.1612], [-4.8611, -4.5885, 5.0730], [-3.5643, -5.3778, 5.9960], [-1.5594, -6.9788, 5.3475], [-0.0609, -6.5307, 4.8095], [-1.2743, -7.0611, 3.5460], [-2.7876, -0.5312, 4.4196], [-2.1976, 0.8694, 4.3915], [-0.8379, 0.8293, 3.9361], [0.3282, 0.8151, 5.0443], [0.6643, -0.9625, 5.1952], [1.5014, 1.3975, 4.4273], [-0.1923, 1.3434, 6.2935], [-3.7491, -0.5220, 4.9419], [-2.2417, -1.2076, 5.0811], [-2.9040, -0.9114, 3.4082], [-2.7989, 1.4731, 3.7110], [-2.3246, 1.3745, 5.3474], [0.7890, -1.4876, 4.2495], [-0.1038, -1.5122, 5.7390], [1.5839, -0.9933, 5.7788], [4.1994, 2.5065, 2.5116], [4.1760, 3.8826, 1.8419], [2.8315, 4.3416, 1.8362], [2.5888, 5.8638, 1.3925], [3.3166, 6.7223, 2.8186], [3.2926, 6.1015, 0.1601], [1.1661, 6.0628, 1.4732], [3.4166, 1.8792, 2.0949], [4.1982, 2.6239, 3.5908], [5.1180, 2.0369, 2.1490], [4.8482, 4.5148, 2.4316], [4.5597, 3.7756, 0.8255], [3.3649, 5.9888, 3.6206], [2.5745, 7.4689, 3.0867], [4.3091, 7.1094, 2.6142], [-0.6410, -6.9090, -4.6147], [0.4836, -6.6809, -3.6174], [0.2656, -5.4424, -2.9492], [1.4813, -4.9075, -2.0031], [2.7162, -4.3459, -3.1887], [1.0103, -3.7602, -1.2934], [1.9971, -6.0311, -1.2599], [-0.3733, -7.6365, -5.3812], [-0.8630, -6.0269, -5.2214], [-1.5657, -7.1686, -4.1036], [0.5156, -7.5105, -2.9087], [1.4513, -6.7069, -4.1271], [2.3493, -3.4624, -3.7023], [2.9097, -5.1953, -3.8369], [3.5850, -4.0739, -2.5921], [-0.8687, -1.1355, 1.1555], [0.4313, -0.9145, 0.4451], [0.1594, 0.2325, -0.4005], [1.2363, 1.4767, -0.4755], [0.6425, 2.5296, 0.8664], [2.5894, 1.0289, -0.2474], [0.9125, 2.1496, -1.7169], [-1.6933, -1.3171, 0.4650], [-1.1354, -0.2075, 1.6667], [-0.8166, -1.9192, 1.9148], [1.3178, -0.7154, 1.0500], [0.7123, -1.8016, -0.1302], [1.2094, 2.1755, 1.7220], [-0.4383, 2.4548, 0.8495], [0.9633, 3.5205, 0.5668], [-4.7722, -1.2907, 0.4253], [-4.4926, -2.1022, -0.8070], [-3.9753, -1.2536, -1.8250], [-3.2949, -2.0053, -3.1238], [-1.5942, -1.5849, -2.8310], [-3.4266, -3.4212, -2.9330], [-3.7788, -1.3139, -4.2898], [-5.7017, -0.7126, 0.3272], [-4.0415, -0.5512, 0.7479], [-5.0313, -1.9568, 1.2528], [-3.6939, -2.7819, -0.4813], [-5.3601, -2.7072, -1.0672], [-1.5642, -0.5284, -2.5613], [-1.0315, -1.7215, -3.7487], [-1.3059, -2.1601, -1.9548], [4.2269, -0.8620, 3.6241], [4.0693, -1.3219, 2.2003], [2.9697, -2.2613, 2.1502], [3.3986, -3.7773, 1.7129], [1.7428, -4.5760, 1.7031], [3.8950, -3.7984, 0.3601], [4.1410, -4.3639, 2.8105], [4.3083, -1.7088, 4.3064], [3.4069, -0.2114, 3.9281], [5.1649, -0.3147, 3.7551], [3.8299, -0.5126, 1.5061], [5.0123, -1.7325, 1.8287], [1.8466, -5.5813, 1.3075], [1.0251, -3.9760, 1.1539], [1.4190, -4.6266, 2.7395], [-2.5175, 6.4600, -5.2561], [-2.0548, 6.8991, -3.8795], [-1.4657, 5.8296, -3.1804], [-1.0247, 6.1345, -1.6284], [0.5112, 7.0435, -1.8079], [-2.0618, 6.9817, -1.0973], [-0.7266, 4.8925, -0.9743], [-1.6280, 6.0603, -5.7599], [-2.9296, 7.2330, -5.8942], [-3.1654, 5.5900, -5.1301], [-1.3937, 7.7659, -4.0042], [-2.9286, 7.3131, -3.3677], [1.1368, 6.5010, -2.5189], [1.0067, 7.0097, -0.8420], [0.2697, 8.0178, -2.2222]],
  "multiplicity": 1,
  "lumo_energy_ha": 0.0031,
  "gap_ev": 10.74,
  "smiles": "CCOS(C)(=O)=O.CCOS(C)(=O)=O.CCOS(C)(=O)=O.CCOS(C)(=O)=O.CCOS(C)(=O)=O.CCOS(C)(=O)=O.CCOS(C)(=O)=O.CCOS(C)(=O)=O.CCOS(C)(=O)=O"
}

The structure with the most favorable energy is <c>; the runner-up is 7.5 kcal/mol above it.